#1
A structure of composition C2H10NO, computed with ωB97M-V with the def2-TZVPD basis set.

ORCA input file:
```
! wB97M-V def2-TZVPD RIJCOSX def2/J DEFGRID3
* xyz 1 1
C -0.18815 1.07695 -1.13852
C 0.07041 -0.90049 -0.98624
N 1.26249 -1.21950 -1.48034
H 0.44163 1.88269 -1.16227
H -0.60004 1.02775 -2.18394
H -1.11508 1.42930 -0.59481
H 0.05872 -1.73186 0.22774
H -0.94597 -1.38415 -1.29900
H -3.94059 2.36627 4.27598
H -5.60331 1.12901 4.34420
H 1.18661 -2.22617 -1.86132
H 3.74948 -0.24142 1.02907
H 2.65651 -1.03416 0.36855
O 2.96730 -0.17425 0.46091
*
```

Kohn-Sham gap = 2.8 eV
E_HOMO = -12.106 eV

=====

#2
A cluster of 2 separate species, C2H10NO in total, computed with ωB97M-V with the def2-TZVPD basis set.

ORCA input file:
```
! wB97M-V def2-TZVPD RIJCOSX def2/J DEFGRID3
* xyz 1 1
C 0.21609 -1.54513 0.56712
N -0.54523 -0.67742 1.49874
H -0.69306 0.30108 1.05562
H -1.47062 -1.08926 1.54888
H -0.07840 -0.51986 2.42652
H 0.24060 -1.31634 -0.51697
H -0.32615 -2.61423 0.58759
H 1.19529 -1.78823 0.82658
C 0.52176 1.86540 -1.35231
O -0.12740 0.80503 -0.61348
H -0.88209 0.59074 -1.22691
H 1.57179 1.81015 -1.23960
H 0.40188 1.43151 -2.44611
H -0.02448 2.74655 -1.11566
*
```

Kohn-Sham gap = 11.5 eV
E_HOMO = -15.079 eV

=====

#3
A cluster of 2 separate species, C2H10NO in total, computed with ωB97M-V with the def2-TZVPD basis set.

ORCA input file:
```
! wB97M-V def2-TZVPD RIJCOSX def2/J DEFGRID3
* xyz 1 1
C 1.52240 -1.68633 0.64165
O 0.66155 -1.05571 1.52293
H 0.57314 -1.83925 2.15810
H 0.94645 -2.30989 -0.00939
H 2.09451 -0.93200 0.02733
H 2.24181 -2.34064 1.14678
C -1.62008 1.52111 -1.07271
N -0.40370 1.01420 -0.36566
H 0.22523 0.40851 -0.82888
H 0.24109 1.76574 0.01880
H -0.64513 0.55023 0.55485
H -1.98261 0.89420 -1.97435
H -1.47955 2.57525 -1.55445
H -2.37510 1.43458 -0.26500
*
```

Kohn-Sham gap = 10.9 eV
E_HOMO = -14.574 eV

=====

#4
A cluster of 2 separate species, C2H10NO in total, computed with ωB97M-V with the def2-TZVPD basis set.

ORCA input file:
```
! wB97M-V def2-TZVPD RIJCOSX def2/J DEFGRID3
* xyz 1 1
C -0.58362 -2.02416 0.10310
N 0.18487 -1.19965 -0.83576
H 1.16032 -0.99942 -0.60460
H 0.17605 -1.58311 -1.78171
H -0.22780 -0.24503 -0.90596
H -0.46136 -1.62632 1.09186
H -0.36552 -3.08319 0.06327
H -1.63314 -1.91670 -0.12745
C 0.38989 2.14513 0.86501
O -0.12720 1.47882 -0.29825
H -0.19929 2.12219 -1.01038
H -0.39468 2.67792 1.37750
H 1.18846 2.84756 0.60426
H 0.89304 1.40594 1.45912
*
```

Kohn-Sham gap = 11.6 eV
E_HOMO = -15.122 eV

=====

#4 is favored, and the nearest alternative lies 21.9 kcal/mol above it.